{"formula": "C80H213N9O26", "method": "ωB97M-V/def2-TZVPD", "lumo_energy_ev": 0.27, "homo_lumo_gap_ev": 8.414, "largest_force_ev_per_a": 2.189, "energy_ev": -153054.926, "molar_mass_g_mol": 1717.62, "symbols": ["O", "O", "O", "O", "O", "O", "O", "O", "O", "O", "O", "O", "O", "O", "O", "O", "O", "O", "O", "O", "O", "O", "O", "O", "O", "O", "N", "N", "N", "N", "N", "N", "N", "N", "N", "C", "C", "C", "C", "C", "C", "C", "C", "C", "C", "C", "C", "C", "C", "C", "C", "C", "C", "C", "C", "C", "C", "C", "C", "C", "C", "C", "C", "C", "C", "C", "C", "C", "C", "C", "C", "C", "C", "C", "C", "C", "C", "C", "C", "C", "C", "C", "C", "C", "C", "C", "C", "C", "C", "C", "C", "C", "C", "C", "C", "C", "C", "C", "C", "C", "C", "C", "C", "C", "C", "C", "C", "C", "C", "C", "C", "C", "C", "C", "C", "H", "H", "H", "H", "H", "H", "H", "H", "H", "H", "H", "H", "H", "H", "H", "H", "H", "H", "H", "H", "H", "H", "H", "H", "H", "H", "H", "H", "H", "H", "H", "H", "H", "H", "H", "H", "H", "H", "H", "H", "H", "H", "H", "H", "H", "H", "H", "H", "H", "H", "H", "H", "H", "H", "H", "H", "H", "H", "H", "H", "H", "H", "H", "H", "H", "H", "H", "H", "H", "H", "H", "H", "H", "H", "H", "H", "H", "H", "H", "H", "H", "H", "H", "H", "H", "H", "H", "H", "H", "H", "H", "H", "H", "H", "H", "H", "H", "H", "H", "H", "H", "H", "H", "H", "H", "H", "H", "H", "H", "H", "H", "H", "H", "H", "H", "H", "H", "H", "H", "H", "H", "H", "H", "H", "H", "H", "H", "H", "H", "H", "H", "H", "H", "H", "H", "H", "H", "H", "H", "H", "H", "H", "H", "H", "H", "H", "H", "H", "H", "H", "H", "H", "H", "H", "H", "H", "H", "H", "H", "H", "H", "H", "H", "H", "H", "H", "H", "H", "H", "H", "H", "H", "H", "H", "H", "H", "H", "H", "H", "H", "H", "H", "H", "H", "H", "H", "H", "H", "H", "H", "H", "H", "H", "H", "H", "H", "H", "H", "H", "H", "H", "H", "H", "H", "H", "H", "H", "H", "H", "H", "H", "H", "H"], "xyz": [[17.639, 16.417, 22.329], [19.380, 22.177, 21.193], [14.816, 13.236, 19.775], [10.534, 17.938, 24.810], [21.816, 17.951, 27.697], [17.040, 23.128, 22.373], [21.335, 23.008, 26.132], [8.367, 19.419, 17.556], [10.496, 19.614, 20.425], [16.596, 16.438, 29.854], [19.552, 16.535, 24.299], [18.210, 14.626, 25.686], [11.982, 12.904, 18.780], [21.060, 20.170, 26.204], [10.014, 12.277, 30.713], [8.712, 16.325, 20.775], [20.403, 13.612, 26.966], [12.634, 11.426, 30.056], [14.302, 16.327, 28.451], [19.405, 14.309, 21.391], [11.475, 15.509, 27.443], [14.763, 24.697, 22.435], [11.057, 17.536, 21.994], [19.284, 17.462, 28.947], [21.263, 16.410, 21.794], [21.858, 21.372, 23.823], [14.266, 22.318, 26.332], [20.415, 20.502, 19.111], [13.102, 20.575, 15.297], [18.383, 21.527, 30.987], [13.857, 14.773, 14.161], [11.132, 21.574, 22.235], [15.384, 17.967, 22.639], [12.780, 11.579, 25.266], [19.200, 16.709, 15.053], [9.603, 15.608, 21.605], [19.700, 16.845, 27.702], [18.687, 18.931, 19.961], [9.759, 20.094, 19.322], [18.431, 22.842, 30.285], [20.787, 17.187, 24.017], [10.988, 16.223, 21.490], [11.707, 20.215, 15.605], [13.073, 19.838, 12.902], [15.494, 15.781, 27.862], [14.805, 14.601, 16.457], [12.611, 21.606, 22.281], [13.408, 20.065, 27.131], [17.048, 24.522, 22.073], [17.914, 22.521, 33.192], [18.823, 21.652, 32.337], [18.669, 13.352, 25.394], [14.743, 17.840, 23.928], [20.496, 22.415, 22.098], [21.843, 20.719, 18.984], [15.851, 19.350, 22.595], [19.711, 23.624, 30.381], [14.407, 15.475, 15.291], [10.597, 21.142, 23.510], [13.383, 20.937, 13.935], [22.496, 20.151, 17.719], [17.215, 15.082, 22.070], [19.752, 22.471, 17.647], [12.821, 24.321, 26.837], [13.118, 10.869, 26.494], [15.314, 22.927, 25.615], [13.202, 21.699, 20.849], [12.532, 14.144, 14.470], [14.900, 16.251, 12.391], [17.140, 20.864, 30.802], [12.125, 13.024, 13.530], [16.849, 20.499, 29.345], [10.512, 22.769, 21.692], [20.001, 15.528, 15.340], [13.635, 15.649, 12.984], [10.649, 12.763, 29.529], [12.163, 12.730, 29.732], [17.013, 19.742, 23.514], [10.746, 24.049, 22.487], [13.007, 22.986, 26.133], [20.100, 19.107, 19.428], [11.066, 16.775, 26.871], [14.195, 20.877, 26.108], [14.310, 19.626, 17.285], [20.773, 21.160, 22.958], [9.089, 18.902, 18.663], [16.389, 15.332, 28.985], [18.030, 14.397, 20.994], [14.994, 12.551, 24.918], [12.602, 9.453, 26.549], [16.731, 22.788, 26.180], [18.328, 16.951, 16.206], [18.363, 16.579, 13.836], [19.604, 20.961, 17.939], [15.996, 25.232, 22.864], [20.082, 22.411, 26.319], [14.017, 19.563, 15.798], [20.304, 21.102, 27.023], [10.986, 16.671, 25.331], [14.661, 16.417, 24.476], [10.835, 12.343, 23.922], [21.210, 16.687, 27.686], [13.516, 12.814, 25.111], [14.422, 17.600, 21.582], [11.367, 11.850, 25.247], [13.569, 13.659, 20.378], [15.041, 17.563, 20.222], [19.234, 16.386, 12.578], [10.789, 21.398, 15.453], [17.481, 18.202, 16.127], [9.096, 20.796, 23.444], [12.446, 12.720, 20.126], [19.345, 12.737, 26.608], [21.662, 16.332, 23.131], [20.884, 15.602, 16.574], [14.689, 13.235, 18.810], [11.788, 17.565, 27.136], [15.308, 13.673, 16.168], [19.371, 20.617, 27.292], [11.731, 14.920, 14.547], [20.583, 22.993, 30.176], [14.712, 20.618, 17.537], [11.802, 24.619, 26.585], [12.101, 11.126, 30.800], [14.140, 16.406, 25.452], [11.703, 15.616, 22.061], [18.975, 22.757, 16.934], [10.092, 17.111, 27.233], [13.737, 18.982, 12.972], [13.009, 20.705, 22.746], [16.863, 22.314, 33.026], [12.895, 20.856, 20.220], [22.115, 21.779, 19.076], [18.066, 24.894, 22.213], [17.771, 17.501, 13.768], [22.304, 20.326, 19.901], [18.593, 16.398, 11.702], [21.600, 16.407, 16.443], [13.711, 18.552, 15.519], [21.458, 16.139, 26.769], [13.817, 20.661, 25.093], [11.333, 19.423, 14.935], [16.897, 23.359, 27.107], [10.804, 21.745, 14.431], [13.072, 16.566, 13.255], [19.484, 23.017, 26.993], [15.057, 18.862, 17.523], [8.875, 20.065, 22.645], [10.664, 17.844, 23.860], [19.348, 14.622, 15.462], [10.912, 10.893, 25.495], [10.448, 24.011, 23.530], [20.224, 23.253, 22.755], [22.702, 16.693, 23.227], [21.388, 22.665, 21.521], [12.812, 11.706, 20.255], [20.263, 18.412, 18.605], [19.405, 13.340, 24.584], [11.987, 16.431, 24.954], [17.319, 14.942, 28.572], [20.707, 22.846, 17.258], [18.854, 20.667, 32.791], [13.136, 13.256, 24.194], [17.624, 13.396, 20.827], [11.717, 19.857, 16.651], [15.058, 23.987, 25.536], [14.563, 16.795, 11.504], [8.504, 21.693, 23.214], [8.801, 20.312, 24.371], [20.868, 20.295, 22.296], [11.920, 12.061, 18.332], [20.930, 13.312, 27.730], [20.619, 18.187, 23.564], [19.867, 20.880, 23.525], [15.923, 14.518, 29.526], [15.011, 19.988, 22.869], [12.934, 22.608, 20.311], [11.006, 22.204, 16.168], [13.726, 16.265, 15.654], [19.170, 15.890, 27.621], [18.233, 22.581, 29.228], [14.293, 21.570, 20.967], [12.981, 12.418, 13.302], [11.788, 24.358, 22.417], [11.036, 12.566, 26.022], [18.603, 19.442, 20.916], [17.406, 23.304, 25.473], [20.585, 15.355, 14.443], [12.081, 19.413, 13.036], [11.637, 12.899, 20.858], [19.677, 21.618, 20.420], [18.820, 15.306, 25.306], [9.651, 14.558, 21.322], [11.243, 16.219, 20.407], [19.775, 15.453, 12.546], [16.472, 21.320, 28.761], [18.153, 22.342, 34.229], [17.991, 14.990, 20.057], [13.722, 18.247, 23.973], [13.123, 20.242, 11.891], [12.807, 21.814, 13.645], [10.237, 24.861, 21.961], [9.005, 20.804, 19.674], [9.745, 12.452, 23.971], [15.212, 20.482, 26.177], [14.635, 16.866, 29.196], [12.815, 23.109, 25.049], [17.168, 19.923, 31.377], [15.328, 18.547, 19.845], [10.357, 13.789, 29.300], [16.112, 19.584, 21.546], [12.835, 8.925, 25.624], [16.824, 24.592, 21.012], [13.970, 14.306, 17.098], [15.207, 14.915, 27.259], [11.674, 13.310, 12.559], [10.663, 18.140, 21.341], [13.825, 13.759, 21.425], [17.102, 18.489, 17.108], [21.655, 22.804, 25.238], [19.870, 24.159, 31.301], [18.091, 23.584, 33.014], [17.768, 22.686, 21.906], [9.815, 13.042, 31.249], [13.467, 19.047, 26.778], [13.222, 14.645, 20.028], [8.463, 18.459, 19.431], [17.583, 15.780, 13.871], [12.752, 11.376, 27.402], [15.432, 15.258, 17.097], [9.448, 22.599, 21.586], [21.465, 14.696, 16.698], [19.665, 15.240, 21.549], [12.909, 24.208, 27.912], [19.883, 17.252, 12.451], [17.173, 20.796, 23.235], [17.744, 20.096, 28.850], [10.336, 12.136, 28.688], [11.432, 12.366, 14.080], [17.235, 14.421, 22.933], [16.156, 15.099, 21.800], [21.764, 15.782, 21.257], [19.844, 20.313, 17.099], [19.369, 17.412, 26.826], [16.255, 21.345, 31.268], [15.641, 15.533, 12.005], [11.262, 13.277, 23.588], [21.814, 20.818, 24.601], [22.206, 19.125, 17.511], [12.718, 13.013, 28.831], [15.309, 18.497, 24.593], [13.264, 13.478, 25.984], [20.816, 18.775, 20.181], [15.935, 16.917, 20.207], [13.080, 15.019, 12.290], [21.349, 17.300, 24.938], [16.096, 25.243, 23.962], [15.385, 16.954, 13.096], [9.301, 15.611, 22.646], [13.044, 22.390, 22.918], [21.635, 15.273, 23.430], [17.064, 21.753, 26.348], [13.810, 20.127, 28.144], [15.954, 16.472, 27.157], [16.803, 16.978, 22.324], [15.672, 16.070, 24.715], [15.436, 13.508, 24.650], [19.846, 22.039, 32.286], [18.114, 19.043, 15.814], [15.401, 22.545, 24.574], [14.388, 21.349, 13.856], [22.645, 18.004, 28.187], [7.578, 18.903, 17.413], [16.084, 19.737, 29.398], [10.941, 22.869, 20.691], [19.689, 18.337, 28.988], [7.791, 16.245, 21.029], [17.955, 19.221, 23.334], [14.303, 17.131, 19.542], [13.541, 18.272, 21.519], [14.144, 15.717, 23.806], [17.919, 19.249, 19.266], [17.793, 12.770, 25.091], [18.557, 20.888, 18.233], [14.207, 10.919, 26.573], [18.507, 17.872, 20.163], [22.180, 20.726, 16.826], [11.093, 11.542, 23.204], [16.665, 18.126, 15.415], [21.626, 16.111, 28.531], [10.386, 20.559, 18.553], [15.547, 12.195, 25.788], [14.071, 16.631, 21.913], [16.003, 26.296, 22.575], [12.403, 13.473, 30.478], [18.640, 12.653, 27.424], [17.681, 16.080, 16.493], [18.880, 16.739, 23.615], [11.515, 9.447, 26.625], [11.155, 20.243, 23.821], [19.658, 23.038, 18.579], [12.588, 13.753, 15.496], [10.814, 20.349, 21.003], [15.316, 15.898, 14.873], [12.393, 15.622, 27.747], [19.665, 24.322, 29.539], [10.290, 15.935, 24.944], [16.800, 19.734, 24.599], [20.875, 21.340, 27.917], [14.998, 19.753, 15.333], [20.341, 15.806, 17.494], [21.330, 19.429, 26.768], [17.507, 16.781, 29.746], [23.590, 20.184, 17.818], [10.759, 21.920, 24.252], [13.492, 25.136, 26.547], [14.908, 23.727, 22.499], [9.783, 21.042, 15.716], [18.960, 16.991, 17.107], [12.344, 20.342, 27.151], [12.212, 22.304, 26.435], [13.457, 19.378, 17.927], [19.714, 11.741, 26.359], [19.513, 22.392, 25.390], [9.799, 18.161, 18.310], [17.665, 23.601, 30.542], [12.988, 8.918, 27.409], [15.195, 11.899, 24.068]]}